C14H23N3O2S | ωB97M-V with the def2-TZVPD basis set

Results
Maximum force: 0.9 eV/A
Kohn-Sham gap: 7.944 eV
Charge: 0
Molecular weight: 297.42 g/mol
Structure (SMILES): CCCCCC[C@@H]1C[C@H](CCc2nc(=S)[nH][nH]2)C(=O)O1

Each atom is followed by the atoms it is bonded to, with distances in Å.
Cartesian coordinates (Å):
1 S -7.697 2.593 1.118  C18 1.634
2 O -1.172 -1.824 0.559  C16 1.430, C19 1.315
3 O -2.365 -0.566 1.943  C19 1.208
4 N -4.060 1.635 1.706  N6 1.382, C13 1.356, H29 1.024
5 N -5.169 2.773 0.168  C13 1.300, C18 1.364
6 N -5.408 1.560 2.000  N4 1.382, C18 1.379, H42 1.006
7 C 3.036 -0.917 0.400  C15 1.528, C20 1.529, H36 1.092, H37 1.091
8 C 5.940 -1.845 -0.317  C17 1.524, H25 1.087, H28 1.088, H35 1.087
9 C 0.918 -1.847 -0.656  C16 1.532, C20 1.529, H27 1.090, H43 1.091
10 C -1.137 -0.473 -1.407  C12 1.530, C16 1.544, H23 1.089, H24 1.088
11 C -1.620 1.626 0.074  C12 1.541, C14 1.528, H34 1.091, H40 1.093
12 C -2.004 0.190 -0.334  C10 1.530, C11 1.541, C19 1.524, H30 1.095
13 C -4.004 2.334 0.545  N4 1.356, N5 1.300, C14 1.489
14 C -2.739 2.633 -0.182  C11 1.528, C13 1.489, H21 1.091, H22 1.094
15 C 3.796 -0.592 -0.886  C7 1.528, C17 1.529, H31 1.092, H32 1.093
16 C -0.609 -1.769 -0.755  O2 1.430, C9 1.532, C10 1.544, H33 1.096
17 C 5.309 -0.506 -0.677  C8 1.524, C15 1.529, H38 1.093, H39 1.092
18 C -6.085 2.328 1.076  S1 1.634, N5 1.364, N6 1.379
19 C -1.880 -0.757 0.853  O2 1.315, O3 1.208, C12 1.524
20 C 1.520 -0.776 0.254  C7 1.529, C9 1.529, H26 1.092, H41 1.092
21 H -2.979 2.688 -1.245  C14 1.091
22 H -2.404 3.628 0.123  C14 1.094
23 H -0.307 0.165 -1.704  C10 1.089
24 H -1.715 -0.705 -2.299  C10 1.088
25 H 5.586 -2.199 0.647  C8 1.087
26 H 1.294 0.221 -0.131  C20 1.092
27 H 1.319 -1.764 -1.666  C9 1.090
28 H 5.700 -2.594 -1.070  C8 1.088
29 H -3.424 0.895 2.016  N4 1.024
30 H -3.057 0.182 -0.634  C12 1.095
31 H 3.589 -1.350 -1.643  C15 1.092
32 H 3.444 0.370 -1.270  C15 1.093
33 H -0.976 -2.657 -1.283  C16 1.096
34 H -0.739 1.944 -0.485  C11 1.091
35 H 7.022 -1.749 -0.264  C8 1.087
36 H 3.370 -0.234 1.184  C7 1.092
37 H 3.269 -1.932 0.721  C7 1.091
38 H 5.765 -0.137 -1.599  C17 1.093
39 H 5.524 0.220 0.110  C17 1.092
40 H -1.355 1.646 1.134  C11 1.093
41 H 1.065 -0.865 1.242  C20 1.092
42 H -5.747 1.256 2.897  N6 1.006
43 H 1.184 -2.830 -0.263  C9 1.091

C14H23N5O2 | ωB97M-V with the def2-TZVPD basis set

Results
Maximum force: 1.4 eV/A
Kohn-Sham gap: 8.354 eV
Charge: 0
Molecular weight: 293.37 g/mol
Structure (SMILES): CCCCNc1nc2c(c(=O)n(C)c(=O)n2C)n1CCC

Each atom is followed by the atoms it is bonded to, with distances in Å.
Cartesian coordinates (Å):
1 O 3.808 2.375 -2.009  C8 1.214
2 O 0.654 3.211 1.174  C14 1.221
3 N 2.446 0.647 -1.464  C8 1.380, C9 1.358, C17 1.445
4 N 2.236 2.752 -0.422  C8 1.384, C14 1.404, C18 1.453
5 N -0.207 0.268 0.799  C15 1.358, C16 1.440, C20 1.391
6 N -0.869 -2.008 0.579  C10 1.446, C15 1.352, H27 1.009
7 N 0.865 -1.018 -0.693  C9 1.350, C15 1.329
8 C 2.888 1.949 -1.341  O1 1.214, N3 1.380, N4 1.384
9 C 1.416 0.215 -0.692  N3 1.358, N7 1.350, C20 1.384
10 C -0.912 -3.197 -0.241  N6 1.446, C19 1.532, H30 1.090, H34 1.095
11 C -0.583 0.147 3.228  C13 1.522, C16 1.531, H38 1.091, H41 1.093
12 C -1.999 -2.144 -2.319  C19 1.534, C21 1.525, H31 1.092, H44 1.091
13 C -1.509 0.590 4.353  C11 1.522, H36 1.087, H39 1.087, H43 1.088
14 C 1.160 2.404 0.411  O2 1.221, N4 1.404, C20 1.420
15 C -0.101 -0.955 0.218  N5 1.358, N6 1.352, N7 1.329
16 C -1.067 0.681 1.877  N5 1.440, C11 1.531, H24 1.097, H35 1.092
17 C 3.074 -0.248 -2.410  N3 1.445, H22 1.090, H26 1.088, H29 1.090
18 C 2.735 4.114 -0.334  N4 1.453, H32 1.090, H37 1.088, H42 1.090
19 C -2.071 -3.234 -1.242  C10 1.532, C12 1.534, H23 1.091, H25 1.093
20 C 0.790 1.046 0.221  N5 1.391, C9 1.384, C14 1.420
21 C -2.713 -0.853 -1.930  C12 1.525, H28 1.086, H33 1.088, H40 1.089
22 H 2.351 -0.553 -3.167  C17 1.090
23 H -2.043 -4.214 -1.722  C19 1.091
24 H -2.091 0.341 1.678  C16 1.097
25 H -3.021 -3.159 -0.706  C19 1.093
26 H 3.901 0.287 -2.873  C17 1.088
27 H -1.715 -1.790 1.085  N6 1.009
28 H -2.228 -0.366 -1.089  C21 1.086
29 H 3.435 -1.134 -1.889  C17 1.090
30 H 0.040 -3.241 -0.770  C10 1.090
31 H -2.460 -2.524 -3.233  C12 1.092
32 H 2.641 4.606 -1.302  C18 1.090
33 H -2.702 -0.156 -2.766  C21 1.088
34 H -0.989 -4.060 0.429  C10 1.095
35 H -1.057 1.773 1.891  C16 1.092
36 H -1.151 0.216 5.308  C13 1.087
37 H 2.139 4.630 0.415  C18 1.088
38 H 0.423 0.529 3.410  C11 1.091
39 H -1.550 1.676 4.401  C13 1.087
40 H -3.750 -1.051 -1.668  C21 1.089
41 H -0.528 -0.944 3.194  C11 1.093
42 H 3.786 4.105 -0.048  C18 1.090
43 H -2.518 0.215 4.193  C13 1.088
44 H -0.952 -1.928 -2.536  C12 1.091

C14H23N6O6 | ωB97M-V with the def2-TZVPD basis set

Results
Maximum force: 4.1 eV/A
Kohn-Sham gap: 7.220 eV
Charge: -1
Molecular weight: 371.37 g/mol

Each atom is followed by the atoms it is bonded to, with distances in Å.
Cartesian coordinates (Å):
1 O -0.799 -1.936 -0.371  C21 1.248
2 O -1.579 -6.319 2.823  C20 1.364, H30 0.969
3 O -4.177 3.227 -2.826  C22 1.220
4 O 0.910 -0.531 -0.399  C21 1.260
5 O 0.498 -7.191 2.580  C20 1.224
6 O -1.227 4.702 1.262  C15 1.228
7 N 3.221 -2.391 -0.663  C17 1.386, C19 1.355, H47 1.033
8 N -0.822 4.900 -0.940  C15 1.340, C24 1.460, H28 1.009
9 N 5.476 -2.645 -1.222  C19 1.280, H31 1.010
10 N -0.447 -3.805 2.486  C23 1.313, H39 1.019
11 N 4.307 -1.020 -2.184  C19 1.336, H35 1.008, H38 1.017
12 N -2.576 2.727 -1.382  C22 1.330, C25 1.476, H32 1.009
13 C -1.319 0.333 0.049  C18 1.538, C21 1.539, H36 1.092, H43 1.093
14 C -4.448 4.162 -0.666  C22 1.515, H27 1.088, H29 1.088, H42 1.088
15 C -1.245 4.218 0.133  O6 1.228, N8 1.340, C25 1.539
16 C 1.792 -4.657 1.990  C23 1.518, C26 1.507, H46 1.093, H48 1.094
17 C 3.153 -3.446 0.234  N7 1.386, C26 1.366, H40 1.088
18 C -0.740 1.753 -0.067  C13 1.538, C25 1.541, H34 1.092, H37 1.091
19 C 4.345 -2.059 -1.344  N7 1.355, N9 1.280, N11 1.336
20 C -0.243 -6.217 2.566  O2 1.364, O5 1.224, C23 1.495
21 C -0.313 -0.793 -0.250  O1 1.248, O4 1.260, C13 1.539
22 C -3.717 3.331 -1.701  O3 1.220, N12 1.330, C14 1.515
23 C 0.323 -4.856 2.320  N10 1.313, C16 1.518, C20 1.495
24 C -0.276 6.254 -0.894  N8 1.460, H41 1.091, H44 1.090, H45 1.091
25 C -1.849 2.822 -0.101  N12 1.476, C15 1.539, C18 1.541, H49 1.090
26 C 2.004 -3.576 0.962  C16 1.507, C17 1.366, H33 1.087
27 H -5.380 4.522 -1.099  C14 1.088
28 H -0.904 4.442 -1.834  N8 1.009
29 H -3.834 5.011 -0.373  C14 1.088
30 H -1.741 -7.268 2.941  O2 0.969
31 H 6.215 -2.305 -1.821  N9 1.010
32 H -2.197 2.113 -2.087  N12 1.009
33 H 1.212 -2.850 0.795  C26 1.087
34 H -0.148 1.839 -0.981  C18 1.092
35 H 5.157 -0.478 -2.192  N11 1.008
36 H -2.151 0.232 -0.652  C13 1.092
37 H -0.087 1.934 0.788  C18 1.091
38 H 3.432 -0.508 -2.109  N11 1.017
39 H -1.433 -3.982 2.671  N10 1.019
40 H 3.988 -4.132 0.363  C17 1.088
41 H 0.696 6.237 -0.400  C24 1.091
42 H -4.668 3.545 0.203  C14 1.088
43 H -1.721 0.206 1.057  C13 1.093
44 H -0.165 6.650 -1.904  C24 1.090
45 H -0.946 6.900 -0.324  C24 1.091
46 H 2.311 -4.373 2.909  C16 1.093
47 H 2.407 -1.756 -0.705  N7 1.033
48 H 2.234 -5.590 1.629  C16 1.094
49 H -2.528 2.624 0.730  C25 1.090